Entry 1:
The following is a DFT calculation (the ωB97M-V functional and the def2-TZVPD basis) of a single C4H6FNS molecule at a distorted geometry.

## Properties
- SMILES = FC[C@@H]1CN1C=S
- energy relative to the best compared isomer or geometry (same formula, charge and spin) (kcal per mole) = 45.0
- charge = 0

Last column: Mulliken charge in e.
Geometry (Å):
C1 -0.7439 -1.2923 0.4045  -0.435
C2 -0.4826 0.1740 0.7661  -0.064
C3 -0.6757 1.1853 -0.3685  -0.439
C4 1.7894 0.4404 -0.4827  -0.073
H1 0.0610 -1.9520 0.6467  0.299
H2 -1.6574 -1.7049 0.9588  0.301
H3 -0.6887 0.3768 1.8051  0.316
H4 -0.9636 2.2095 -0.1028  0.238
H5 -0.9984 0.7739 -1.3602  0.242
H6 1.9121 1.0764 -1.3422  0.309
N1 0.5899 0.7335 0.0772  -0.055
F1 -1.0135 -1.3532 -0.9727  -0.306
S1 2.8714 -0.6675 -0.0293  -0.333



Entry 2:
The following is a DFT calculation (the ωB97M-V functional and the def2-TZVPD basis) of a single C4H6FNS2 molecule at a distorted geometry.

## Properties
- SMILES = N[C@@H]1C[C@]1(F)C(=S)S
- energy relative to the best compared isomer or geometry (same formula, charge and spin) (kcal per mole) = 31.1
- charge = 0

Last column: Mulliken charge in e.
Geometry (Å):
C1 1.0473 -0.4355 0.4026  -0.277
C2 0.8798 -0.2222 -1.0986  -0.867
C3 -0.2411 -0.8774 -0.3037  0.698
C4 -1.5512 -0.1770 -0.0917  0.136
H1 0.5371 1.3628 1.1643  0.267
H2 2.0511 0.9532 1.3984  0.272
H3 1.6261 -1.3134 0.7215  0.394
H4 1.4854 -0.8250 -1.7854  0.279
H5 0.6942 0.7882 -1.4172  0.240
H6 -2.8238 1.8258 0.0407  0.176
N1 1.1108 0.5552 1.3947  -0.587
F1 -0.3709 -2.2026 -0.4657  -0.280
S1 -1.5791 1.5586 -0.4532  -0.253
S2 -2.8656 -0.9909 0.4934  -0.197



Entry 3:
The following is a DFT calculation (the ωB97M-V functional and the def2-TZVPD basis) of an isolated ion of composition C4H6FO2S and charge -1 at a distorted geometry.

## Properties
- energy relative to the best compared isomer or geometry (same formula, charge and spin) (kcal per mole) = 51.4
- charge = -1

Last column: Mulliken charge in e.
Geometry (Å):
C1 2.1692 1.2770 0.6573  -0.761
C2 1.0114 0.4455 0.4005  -0.172
C3 -0.3139 0.1157 -0.5898  -0.151
C4 -0.4340 -1.3745 -0.6798  -0.474
O1 -2.9417 -0.5407 0.1104  -0.606
O2 -2.1530 1.5289 1.1312  -0.617
F1 0.6603 -2.1371 -1.0065  -0.330
S1 -2.2444 0.7389 -0.1360  0.499
H1 2.6398 2.0031 -0.0666  0.226
H2 2.8898 1.0270 1.4641  0.217
H3 0.6831 0.1039 1.3262  0.223
H4 -0.1803 0.4300 -1.5723  0.447
H5 -1.1251 -1.7617 -1.4121  0.293
H6 -0.6612 -1.8560 0.3734  0.206



Entry 4:
The following is a DFT calculation (the ωB97M-V functional and the def2-TZVPD basis) of C4H6FO3PPbS2 as an isolated structure.

## Properties
- charge = +2

Last column: Mulliken charge in e.
Geometry (Å):
O1 -2.0004 1.8037 -0.4392  -0.566
C1 -1.1461 1.8653 0.4782  0.535
C2 0.2966 2.0210 0.2916  -0.670
C3 1.0297 0.7946 0.9893  0.458
O2 1.3505 0.8522 2.1197  -0.345
O3 1.2274 -0.2044 0.0951  -0.294
C4 0.3386 -1.3261 0.1820  0.247
F1 -0.9302 -0.7541 0.2045  -0.288
S1 0.6277 -2.3512 1.6223  -0.061
P1 0.4859 -2.3122 -1.4046  0.173
S2 -0.9970 -3.4561 -1.7456  -0.250
H1 -1.5211 1.8021 1.5053  0.466
H2 0.6042 2.0786 -0.7612  0.316
H3 0.6325 2.9080 0.8402  0.347
H4 -0.6767 -2.4393 1.9043  0.214
H5 0.6871 -1.2482 -2.3085  0.031
H6 1.7724 -2.8297 -1.2107  0.158
Pb1 -1.7811 2.7958 -2.3629  1.530



The evaluated LUMO energy for the records listed, in turn: 0.0243; -0.0165; 0.1439; -0.4243 Ha.
The evaluated HOMO for the records listed, in turn: -0.3142; -0.3234; -0.1348; -0.5359 Eh.
The evaluated E_tot for the records listed, in turn: -19286.0763; -30121.6935; -21891.0172; -49291.2656 eV.